Formula: C81H180BrN9
Source: OMol25
Level of theory: ωB97M-V/def2-TZVPD

```
271
Properties=species:S:1:pos:R:3:forces:R:3:lowdin_charge:R:1
Br -1.021 4.717 2.532 -0.0931 -0.8850 -0.2846 -0.5133
N 1.789 -1.305 -9.394 -0.8466 0.1213 0.6153 -0.2266
N -1.701 1.730 8.404 -0.6520 -0.1018 -1.1340 -0.2200
N -4.785 -5.147 2.396 0.2520 1.3533 1.1426 -0.2171
N 0.019 0.643 1.916 2.2196 -0.7290 1.4344 -0.2062
N -4.925 3.686 -0.759 -1.7319 -0.4578 -0.8957 -0.2251
N 3.428 -4.616 5.594 -1.8778 1.2652 -0.1893 -0.2219
N 8.150 2.562 0.451 1.3955 1.8621 1.6936 -0.2234
N -1.045 6.913 -7.054 -0.5065 -0.6772 -1.1656 -0.2034
N -0.726 -4.885 -1.814 -0.0877 -1.9102 -0.2974 -0.2279
C -5.574 -5.114 1.055 -0.0055 0.3015 0.8762 -0.0726
C 2.281 -2.805 -9.341 -0.0301 0.9701 -1.5797 -0.0468
C -5.315 2.820 0.492 1.6088 -0.1379 -0.8483 -0.1189
C -5.401 2.599 2.996 -0.3923 1.3982 1.4991 -0.2085
C -5.133 3.439 4.284 -0.2529 -0.4716 -0.1555 -0.0997
C -3.674 4.498 -0.615 -0.1418 -0.5475 1.9226 -0.1423
C 1.914 -4.529 7.557 1.2205 0.7246 -0.2191 -0.1209
C 1.074 10.013 -9.651 -1.3537 0.4507 1.5717 -0.0637
C -6.977 -4.701 1.441 -0.4633 0.3196 0.0838 -0.1289
C -0.307 2.397 10.480 1.0679 -0.2341 -0.6895 -0.1531
C -1.106 5.914 -8.243 1.3825 -1.1390 1.3620 0.0257
C -3.487 3.520 -2.791 -1.2163 0.8188 -1.8275 -0.1421
C 3.895 1.806 -0.993 0.5916 -0.8044 -0.2860 -0.0933
C 0.017 0.303 0.385 -0.9776 1.1296 0.6191 -0.0637
C 2.383 -3.173 -10.866 -0.0544 0.6013 1.0395 -0.1258
C -4.608 2.822 -2.032 0.1633 -1.1053 2.0322 -0.0665
C 9.189 3.137 2.642 1.5166 0.0556 1.3587 -0.1779
C 9.056 4.456 1.905 -0.8297 -1.1248 -0.7927 -0.1105
C -0.473 10.099 -9.302 1.7736 1.6717 -1.2492 -0.2497
C 2.739 -6.015 5.790 0.9780 0.4585 -1.5684 -0.0804
C -2.618 6.172 -5.267 -0.7577 -0.9280 -0.1599 -0.1767
C -1.253 5.550 -5.031 0.8124 -0.0413 0.1179 -0.1669
C -3.171 4.771 -1.984 0.5467 0.6828 0.0785 -0.1567
C -4.747 -7.690 2.677 -0.1467 -1.2848 0.3396 -0.1812
C -2.805 -9.280 3.636 -0.9198 -0.1044 -1.0629 -0.0726
C 2.011 -6.029 7.139 0.6123 0.3745 -0.4105 -0.1046
C 0.068 1.219 -2.058 -0.7973 1.3619 2.0851 -0.2258
C -0.012 -4.266 -0.612 -0.4609 -0.6308 -1.3148 0.0355
C -2.514 2.698 6.226 0.0202 0.2474 2.1480 -0.1804
C 3.800 -2.524 4.089 -0.3818 -0.7344 1.3527 -0.2240
C -2.887 2.720 8.700 0.3609 0.4338 -1.4912 -0.0231
C -0.195 6.355 -5.849 -1.9457 0.5108 1.0272 -0.0484
C -5.421 3.593 1.796 -0.0911 -1.1869 -0.7719 -0.1618
C 9.351 2.450 -0.498 -1.8559 -0.4651 -0.5450 0.0495
C 2.197 -0.845 -6.879 -0.3244 -0.1302 1.1504 -0.2007
C 1.311 -2.288 -11.519 -1.1922 0.2981 -0.1366 -0.1304
C 2.384 2.721 10.389 -0.6677 0.3353 0.7812 -0.0991
C -1.769 -5.960 -1.257 0.2699 -0.2460 -0.9863 -0.0781
C 7.954 4.101 0.853 0.1966 -0.1383 -0.1117 -0.0521
C -3.556 2.914 7.307 -0.5257 -0.4338 0.4300 -0.1501
C -2.169 -8.421 -0.611 -0.5449 0.4044 1.2888 -0.2660
C -1.101 8.821 -8.900 -0.6989 -0.5253 1.5162 -0.1914
C 0.812 -4.314 -3.670 1.0183 0.2098 1.3974 -0.1395
C -0.373 2.278 8.951 -0.3990 0.9717 0.3107 -0.1281
C -0.996 -1.272 2.926 -0.8246 -1.0098 -0.2947 -0.1791
C -2.475 -9.297 -1.799 0.1048 0.2139 -0.6082 -0.0641
C -0.183 -3.159 -3.500 -1.4915 -1.4807 -0.7326 -0.1410
C 1.768 0.007 -5.648 1.2655 -0.8389 0.2091 -0.2260
C 0.664 -1.352 -10.435 0.6858 -1.1834 0.1381 -0.0845
C 8.566 2.012 1.875 -0.9285 -0.5319 -1.1131 -0.0829
C -3.923 -9.002 2.556 0.3654 -0.7252 1.4227 -0.2012
C -1.309 1.083 2.496 -0.1243 0.2587 -1.3419 -0.1121
C 6.879 1.897 -0.110 1.0053 1.5524 1.0984 -0.1201
C 2.377 -3.727 6.293 -0.0692 -1.1159 1.6976 -0.1224
C -3.851 -3.944 2.446 0.8718 -1.1827 -1.6667 -0.0112
C -5.801 -4.928 3.518 -0.6204 -0.3777 0.7028 -0.1070
C -1.645 1.663 6.870 -0.1234 -0.8414 -0.5778 -0.1429
C -2.020 0.354 8.932 0.8666 0.4160 1.3792 0.0099
C 1.234 -0.781 -7.998 0.0870 0.7670 -2.0314 -0.1214
C 0.082 1.563 -0.553 0.7893 -0.7374 1.0493 -0.1794
C -6.149 4.564 -1.099 1.0804 -0.2982 0.2681 0.0613
C 3.483 -4.016 4.134 2.3273 -1.7642 1.5273 -0.0809
C -1.119 -7.310 -0.837 -0.1610 0.5207 0.3164 -0.1621
C 1.209 1.550 2.215 -0.9292 1.2172 -0.1284 -0.0023
C 4.795 -4.550 6.279 -0.9873 -0.7876 -0.2841 0.0663
C 4.298 -0.649 2.545 -0.7873 -0.0272 -0.0720 -0.0715
C 2.814 -0.049 -4.509 -0.1079 1.4620 0.0654 -0.1037
C -0.424 8.215 -7.626 0.6953 -1.0305 -0.3269 -0.0943
C 5.134 1.633 -1.931 -0.6350 0.2777 1.4233 -0.2245
C 2.863 -0.309 -9.932 -0.2142 -0.9963 1.5921 0.0636
C 0.308 -0.592 2.775 1.2445 -0.8648 -0.7591 -0.1377
C -1.330 -3.760 -2.626 0.5637 0.7372 1.1177 -0.0923
C 0.238 2.528 -2.917 1.3202 -2.0072 -0.6097 -0.0570
C -1.980 -0.136 3.094 -0.3946 -0.4552 0.5991 -0.1425
C 1.008 3.144 10.915 -0.9477 1.2489 -0.2073 -0.2295
C 3.911 -2.109 2.702 -0.4255 0.4135 -2.9785 -0.3013
C -7.127 -5.176 2.882 -1.3052 -0.7639 0.0293 -0.1421
C 0.258 -5.515 -2.858 0.0973 0.5735 -0.2855 -0.0560
C -2.483 7.079 -6.427 1.5227 2.0511 -1.4836 -0.0713
C 6.391 2.381 -1.448 0.2136 -0.7750 -2.2090 -0.1889
C -3.968 -6.431 2.571 -0.0063 0.9186 -0.5971 -0.1297
H -7.038 3.945 -0.977 0.0555 0.1492 -0.3421 0.1157
H 3.122 -0.448 -7.299 0.4550 -0.4688 0.7477 0.1147
H -2.661 2.869 -3.078 0.1680 -0.1244 0.9253 0.0947
H -5.991 4.922 -2.116 -0.3909 0.0527 0.1291 0.1124
H -2.118 5.049 -1.958 0.0686 -0.2409 0.1198 0.1183
H 4.400 -4.449 3.736 -0.1459 -0.5191 -0.2691 0.1354
H 10.358 2.426 -0.082 -0.4010 0.6102 0.4871 0.1258
H -1.888 3.590 6.193 -0.4803 0.2814 -1.1197 0.1329
H -0.656 -2.990 -4.468 0.1613 0.6441 0.0434 0.1182
H 0.085 7.194 -5.212 -0.0881 0.4778 -0.5020 0.1324
H -3.080 -4.156 1.705 0.0404 -0.1131 -0.4725 0.0664
H -6.179 5.395 -0.394 -0.0091 -0.0514 -0.0962 0.1168
H -0.524 3.303 -2.997 -0.2169 -0.5262 0.4313 0.0462
H 1.104 -4.561 -4.691 -0.5000 -0.1840 0.0544 0.1277
H -2.109 -8.442 3.669 0.2062 -0.1593 0.4436 0.0508
H 2.202 -1.869 -6.504 0.9440 -0.1713 -0.2142 0.1177
H 0.458 2.095 -3.893 -0.5286 0.4101 -0.5934 0.0509
H -2.136 9.084 -8.679 -0.2757 -0.4098 0.0544 0.1213
H 4.641 -4.884 7.305 0.1117 0.5399 0.1059 0.1179
H 9.205 1.484 -0.982 0.2063 0.0183 -0.2087 0.1033
H -5.173 -7.683 3.680 -0.4099 -0.2532 -0.0524 0.1268
H -6.227 2.253 0.303 -0.0683 0.2912 -0.4656 0.1399
H -5.110 -4.329 0.458 0.1929 -0.5788 -0.3608 0.1186
H 2.541 3.046 9.360 -0.1469 -0.6964 -0.2973 0.0659
H -1.956 -9.028 0.269 0.7346 0.0045 -0.1165 0.1043
H 5.215 -3.551 6.154 -0.1128 -0.2195 0.3296 0.1051
H -2.538 -6.220 -1.985 0.4122 0.4030 -0.8595 0.1317
H -4.676 1.787 2.925 0.1904 0.0253 -0.4533 0.0794
H 4.841 1.969 -2.926 0.2471 0.2653 0.0478 0.1032
H -0.464 -7.653 -1.637 0.3262 0.1633 0.2557 0.1102
H -4.092 3.838 7.091 -0.0482 0.0337 0.7921 0.1328
H -1.105 5.562 -3.952 0.7480 0.0275 -0.0977 0.0949
H 3.362 -2.991 -11.311 -0.0166 -0.2169 0.2314 0.1225
H -2.197 -4.139 -3.168 0.2359 0.0536 -0.0696 0.1447
H 5.262 -0.425 3.002 -0.2213 0.1544 0.2137 0.0928
H -4.506 2.091 0.531 0.2013 -0.0699 0.1111 0.1033
H 0.501 1.778 8.535 -0.3940 -0.6012 -0.0652 0.1266
H -2.127 0.018 4.164 -0.0223 0.1880 0.0267 0.1050
H -6.371 2.172 3.249 -0.1511 -0.3097 -0.8312 0.1140
H -0.607 -7.129 0.107 0.5230 -0.2600 -0.1510 0.1090
H 1.063 -6.510 6.896 -0.1102 0.1334 0.6660 0.1215
H 0.566 7.850 -7.900 0.1385 0.0124 -0.3475 0.1195
H 1.201 3.004 -2.728 -0.0803 0.1615 0.6634 0.0810
H -2.116 0.712 6.620 0.6697 -0.3342 -0.0005 0.1088
H 3.116 3.330 10.920 0.0672 -0.2639 0.2502 0.0874
H -7.943 -4.723 3.444 0.0994 0.4234 -0.1854 0.1427
H -4.269 2.091 7.346 -0.3946 0.0635 -0.7858 0.1158
H 4.319 -0.295 1.514 0.1679 -0.3381 -0.1405 0.0557
H -2.965 -0.417 2.721 0.0337 0.3972 -0.3248 0.1145
H 1.620 1.043 -5.950 -0.2149 0.0105 0.1217 0.1106
H 2.589 -6.649 7.824 -0.3759 0.1790 0.2850 0.1315
H 0.916 -0.395 -5.101 -0.7693 0.0901 -0.8352 0.0919
H -0.206 -1.778 -9.936 0.1683 -0.5438 -0.0182 0.1220
H -3.028 6.797 -4.474 0.3727 -0.3605 0.4048 0.1236
H 0.976 2.572 1.917 -0.1045 0.0442 -0.6176 0.0415
H -0.164 8.817 -6.755 -0.8684 0.6795 -0.1742 0.1384
H 2.066 -4.206 -11.007 0.5650 -0.0076 0.1020 0.1244
H 1.003 -6.147 -2.376 -0.0444 0.3249 0.1516 0.1357
H -1.181 4.512 -5.355 -0.4191 -0.1039 0.0025 0.1013
H -3.830 3.786 -3.791 -0.3057 0.3198 -0.0138 0.1057
H 7.127 2.078 -2.192 0.4011 0.0628 -0.0184 0.1166
H -4.349 -3.056 2.058 -0.2276 0.0064 0.7809 0.1098
H 7.672 1.678 2.402 -0.2199 -0.1296 -0.4145 0.1169
H -1.800 1.416 1.582 -0.4970 0.9413 0.7770 0.1093
H -0.987 10.547 -10.151 -0.2158 -0.5855 -0.2938 0.1207
H -6.379 4.093 1.656 0.0981 0.5038 0.9812 0.1286
H -5.643 -5.573 4.382 0.4189 -0.3665 -0.3402 0.1414
H -2.443 3.636 9.090 -0.2117 -0.2234 0.2624 0.1369
H 2.415 0.685 -9.955 -0.0408 -0.1957 -0.1135 0.1116
H -3.539 -9.207 1.556 -0.0932 0.4213 0.0286 0.0741
H -7.093 -3.619 1.382 0.0739 0.1156 0.0924 0.1222
H 1.383 9.019 -9.972 -0.0529 0.1602 -0.4375 0.0680
H -3.350 -6.405 1.673 0.5016 -0.1982 0.1786 0.1136
H 9.212 1.155 1.685 -0.0297 0.0658 0.1033 0.1355
H 6.233 3.426 -1.716 0.1202 0.3381 1.1442 0.1329
H -0.678 1.842 6.401 0.5345 -0.8399 0.8595 0.1284
H 0.277 -1.236 -7.742 0.0311 -0.2105 -0.5682 0.1358
H 10.057 4.662 1.526 -0.4853 0.6213 -0.5589 0.1277
H 3.307 -0.575 -10.891 -0.4760 -0.2911 0.1023 0.1184
H -4.164 1.892 -1.676 -0.1341 -0.0928 0.5182 0.1102
H 1.323 1.715 3.287 0.0482 -0.7034 0.0520 0.1123
H -3.425 -6.303 3.508 0.4325 0.1562 -0.2876 0.1403
H 0.273 -2.254 -3.098 -0.2241 -0.0815 -0.0392 0.0954
H 8.827 3.236 3.666 -0.4887 -0.3358 -0.1476 0.1283
H 5.435 -5.315 5.839 -0.0205 0.1959 -0.3118 0.1201
H 9.120 3.246 -1.206 0.8907 -0.1359 -0.1953 0.1092
H -2.430 8.106 -6.067 -0.1886 0.0849 -0.0776 0.1401
H -5.802 -3.936 3.972 0.6637 0.3588 -0.6978 0.1365
H -2.857 -0.210 8.521 -0.0613 0.7315 -0.5298 0.1115
H 2.543 1.671 10.634 0.4212 -0.0426 -0.5157 0.0776
H 0.736 5.807 -5.991 -0.3351 0.0013 -1.1097 0.1343
H -3.215 -3.855 3.326 -1.0414 0.0604 0.6051 0.1065
H -0.799 -3.954 0.076 0.1310 0.2711 -0.1130 0.0841
H -3.646 2.247 9.324 0.6415 0.2063 0.5149 0.1396
H -1.113 1.818 3.277 -0.1608 0.6102 -0.7261 0.0757
H -3.405 -9.866 -1.794 -0.2080 0.4535 0.3429 0.0963
H -4.661 -9.782 2.742 -0.0938 -0.0575 -0.2623 0.1216
H -7.395 -6.230 2.951 0.2316 -0.2165 -0.3659 0.1304
H -1.107 -0.238 8.854 -0.0646 -0.0533 -0.0525 0.1087
H 3.750 2.779 -0.524 -0.1801 0.4199 -0.8450 0.0920
H 0.884 4.189 10.629 -0.1926 0.1863 -0.4828 0.1092
H 3.037 -1.975 4.640 0.1966 0.4169 -0.1478 0.1077
H 0.285 -0.375 -10.733 0.8141 0.1978 -0.2020 0.1368
H 1.699 -1.723 -12.367 -0.0903 -0.0010 0.1099 0.1247
H -0.365 3.273 8.505 0.1730 0.2143 0.0608 0.1387
H -0.658 10.886 -8.571 0.3304 -0.1515 0.4523 0.1176
H 6.958 4.153 1.291 0.0534 -0.1863 0.3331 0.1248
H 1.550 10.207 -8.690 0.5492 -0.0977 -0.0570 0.0638
H -3.242 7.067 -7.209 0.2411 -0.3198 -0.0320 0.1480
H 0.617 -4.997 -0.104 0.1048 0.0756 -0.3352 0.1109
H -3.019 -7.863 -0.218 -0.8052 -0.1039 -0.3635 0.0788
H 0.784 -0.392 3.735 -0.3126 0.9269 -0.0533 0.1394
H 0.999 3.316 11.991 0.0633 -0.8612 0.1781 0.1210
H -3.668 5.700 -2.263 -0.2041 -0.2708 -0.8780 0.1229
H 10.249 2.943 2.806 0.0449 -0.1363 -0.1266 0.1294
H -1.194 2.941 10.804 0.1525 -0.0245 0.3781 0.1168
H -2.227 0.516 9.989 0.0505 -0.3144 0.0156 0.1082
H 2.660 -4.475 3.586 -0.3025 0.7225 0.0678 0.1302
H 3.479 -6.774 5.538 0.2658 -0.0396 0.7993 0.1410
H -1.671 6.064 -9.163 -0.6001 0.9749 0.7602 0.1128
H 7.899 4.772 -0.005 0.3729 -0.4387 -0.3258 0.1284
H 1.490 -3.461 -8.978 -0.2235 0.6082 0.5470 0.1300
H -1.177 -1.845 2.017 -0.2905 -0.0595 -0.1628 0.0966
H 1.109 0.281 -8.206 -0.5890 0.0292 -0.1456 0.1252
H 6.186 2.165 0.688 -0.3645 -0.6901 -0.0248 0.1197
H 1.480 -3.633 5.681 0.4580 0.1947 -0.6639 0.1251
H 1.064 -1.181 2.257 -0.0578 -0.0846 -0.1720 0.1065
H 3.635 -0.355 -9.164 0.2404 0.2950 -0.3625 0.0910
H -3.877 5.400 -0.039 0.0524 -0.1414 0.0477 0.1471
H 3.916 1.175 -0.104 0.3488 -0.5178 -0.0493 0.0310
H -2.287 -10.206 3.386 0.3055 0.2354 -0.4734 0.0814
H 1.382 10.829 -10.306 -0.0480 -0.4007 -0.1874 0.0857
H -3.337 5.371 -5.440 -0.1439 0.1131 -0.1287 0.1121
H 3.447 -0.136 2.992 0.4986 0.7189 0.4537 0.0549
H 0.853 -0.383 0.255 -0.0766 0.0126 -0.1826 0.1253
H -1.377 4.956 -7.798 -0.3210 -0.0049 -0.0949 0.0926
H -0.275 -6.151 -3.565 -0.5900 -0.0351 0.4518 0.1455
H -0.728 2.244 -0.289 0.1919 0.2546 0.1271 0.1069
H 4.575 -2.729 2.101 0.2968 -0.2653 0.3212 0.1314
H 3.798 0.333 -4.779 0.1621 -0.5353 -0.2505 0.0825
H -1.729 -10.078 -1.951 0.3540 0.3149 -0.0217 0.0981
H -4.145 3.898 4.275 -0.2854 0.5589 -0.2054 0.0617
H -5.560 2.486 -2.443 0.1443 0.6900 -0.6089 0.1421
H 0.551 -2.974 -11.892 -0.1727 0.4367 -0.2460 0.1244
H -1.079 8.134 -9.746 0.0718 -0.2370 0.2184 0.1169
H -3.025 3.856 -0.019 0.3799 0.1841 0.0888 0.0962
H -5.991 4.105 4.383 0.4867 0.6846 -0.1518 0.0973
H -1.610 -3.029 -1.867 -0.6564 0.0691 -0.2580 0.1165
H 1.065 1.994 -0.361 -0.2605 0.5961 0.1358 0.0910
H 8.719 5.230 2.595 0.0658 0.1586 -0.4226 0.1328
H 0.888 0.504 -2.112 0.0246 0.0242 -1.0447 0.0804
H 2.093 1.147 1.721 -0.1250 0.0107 0.1675 0.0835
H 2.040 -6.168 4.968 -0.2297 0.6517 -0.0918 0.1170
H 2.939 -2.278 2.237 -0.2968 0.1492 -0.4142 0.0888
H 1.008 -4.124 8.007 -0.5333 -0.4912 -0.6653 0.1191
H -0.898 0.724 -2.163 0.0069 -0.1764 -0.9280 0.0994
H 5.324 0.565 -2.042 0.1323 -0.1203 0.0991 0.1105
H 2.601 -4.213 8.341 0.4423 -0.8166 0.1433 0.1144
H -1.122 -1.971 3.753 0.5795 -0.0157 0.0404 0.1229
H -0.956 -0.167 0.242 0.1363 -0.4835 -0.1281 0.1228
H -0.083 5.773 -8.592 0.1554 0.2180 0.1458 0.1048
H 3.161 -2.863 -8.701 0.0358 0.0069 -0.3102 0.1271
H 2.832 -2.775 6.567 -0.1980 -0.0756 -0.1874 0.1281
H -5.543 -7.832 1.946 -0.1357 0.5009 -0.0132 0.1244
H 0.527 -3.437 -1.071 0.2901 0.0316 0.6986 0.0961
H 4.799 -2.274 4.447 -0.1322 -0.4594 1.0191 0.1339
H 2.476 0.706 -3.800 -0.0826 0.0943 0.3101 0.0274
H 7.147 0.843 -0.184 -0.3950 -0.0902 0.2679 0.1444
H -5.200 2.896 5.227 0.0150 -0.6483 -0.2546 0.0529
H -7.703 -5.105 0.735 -0.0438 -0.1618 0.2130 0.1402
H -5.595 -6.114 0.623 0.4861 0.1960 -0.0469 0.1336
H -3.227 -9.584 4.594 -0.1427 0.8318 0.2148 0.0834
H 2.864 -0.965 -3.920 0.1253 -0.3051 -0.5174 0.0734
H -2.964 2.274 5.328 0.3886 0.7301 -0.2498 0.0959
H -4.576 4.278 1.875 -0.1437 0.1743 0.2102 0.1040
H -2.371 -5.425 -0.522 0.4729 -0.0584 0.5698 0.1000
H -0.313 1.386 10.888 -0.0766 0.0190 0.2869 0.1116
H 3.087 1.425 -1.617 -0.6246 0.5278 0.3597 0.0369
H 1.737 -3.957 -3.217 0.2496 -0.3147 0.0762 0.1083
H -2.477 -8.613 -2.647 -0.1562 -0.4264 -0.5678 0.0726
```
Positions in Å, forces in eV/Å.

Values from the calculation:
Net charge: +8
E_HOMO: -19.44 eV
Largest force on an atom: 3.30 eV Å⁻¹